Computed, not measured: a cluster of 5 separate species, C26H64O20P4S in total at a distorted geometry, with ωB97M-V/def2-TZVPD.

Geometry as XYZ:
```
115
Properties=species:S:1:pos:R:3:mulliken_charge:R:1
C -10.701 -18.035 -22.583 -0.19
C -12.245 -18.115 -22.290 -0.20
O -12.912 -18.523 -23.494 -0.33
S -11.884 -19.268 -24.522 1.07
O -12.250 -19.001 -25.948 -0.52
O -11.774 -20.666 -24.129 -0.53
O -10.621 -18.331 -24.015 -0.35
H -10.112 -18.777 -22.044 0.24
H -10.187 -17.079 -22.479 0.27
H -12.663 -17.205 -21.859 0.31
H -12.441 -18.957 -21.627 0.23
C -13.574 -23.680 -19.164 -1.46
C -13.777 -22.487 -18.255 0.05
O -12.721 -21.649 -18.551 -0.33
P -12.338 -20.460 -17.478 0.88
O -11.902 -21.014 -16.144 -0.79
O -11.156 -19.562 -18.145 -0.26
C -10.405 -18.588 -17.388 -0.47
C -11.225 -17.327 -16.976 -0.91
O -13.714 -19.502 -17.498 -0.22
C -14.642 -19.630 -16.483 -0.14
C -14.451 -18.554 -15.434 -1.27
H -14.468 -24.303 -19.137 0.40
H -13.499 -23.435 -20.224 0.33
H -12.699 -24.311 -19.010 0.35
H -14.699 -22.062 -18.652 0.22
H -13.903 -22.801 -17.219 0.36
H -9.982 -19.060 -16.501 0.35
H -9.487 -18.398 -17.943 0.41
H -11.938 -17.062 -17.756 0.27
H -11.859 -17.569 -16.123 0.15
H -10.442 -16.603 -16.748 0.43
H -15.666 -19.480 -16.826 0.41
H -14.744 -20.636 -16.076 0.26
H -13.805 -18.793 -14.589 0.29
H -14.188 -17.592 -15.875 0.28
H -15.379 -18.456 -14.871 0.44
C -1.908 -22.544 -16.023 -1.19
C -2.400 -21.130 -15.899 -0.13
O -3.752 -21.114 -15.600 -0.33
P -4.692 -19.810 -16.076 0.96
O -3.884 -18.553 -16.248 -0.69
O -5.319 -20.385 -17.451 -0.31
C -4.462 -20.375 -18.552 -0.08
C -5.065 -19.597 -19.702 -1.37
O -5.865 -19.741 -15.040 -0.24
C -5.697 -19.099 -13.793 -0.38
C -6.891 -18.174 -13.560 -1.09
H -2.724 -23.061 -16.529 0.30
H -0.954 -22.470 -16.545 0.37
H -1.752 -22.937 -15.019 0.30
H -1.862 -20.487 -15.203 0.36
H -2.141 -20.677 -16.856 0.19
H -3.509 -19.846 -18.538 0.28
H -4.309 -21.415 -18.843 0.33
H -5.190 -18.527 -19.532 0.31
H -4.407 -19.727 -20.561 0.39
H -6.035 -20.011 -19.977 0.32
H -5.573 -19.789 -12.959 0.39
H -4.721 -18.634 -13.651 0.39
H -6.962 -17.535 -14.441 0.28
H -7.811 -18.748 -13.451 0.28
H -6.630 -17.475 -12.766 0.36
C -16.452 -20.254 -29.850 -1.16
C -16.479 -19.838 -31.319 -0.05
O -17.732 -19.086 -31.540 -0.30
P -17.912 -18.465 -33.006 0.90
O -19.235 -17.932 -33.322 -0.75
O -16.758 -17.345 -33.011 -0.33
C -17.004 -16.034 -33.597 -0.40
C -16.419 -15.939 -35.093 -0.83
O -17.437 -19.599 -34.097 -0.26
C -18.420 -19.895 -35.118 -0.17
C -17.682 -20.622 -36.246 -1.26
H -15.409 -20.408 -29.570 0.36
H -16.935 -19.482 -29.252 0.31
H -17.013 -21.180 -29.727 0.29
H -15.623 -19.196 -31.524 0.27
H -16.467 -20.715 -31.967 0.25
H -18.089 -15.926 -33.593 0.33
H -16.664 -15.284 -32.883 0.35
H -15.339 -16.082 -35.129 0.28
H -16.827 -16.832 -35.566 0.15
H -16.740 -15.008 -35.560 0.35
H -19.131 -20.538 -34.600 0.34
H -18.949 -19.049 -35.557 0.33
H -16.908 -20.010 -36.708 0.31
H -16.998 -21.402 -35.911 0.33
H -18.407 -21.032 -36.949 0.37
C -10.660 -9.963 -18.504 -1.30
C -9.688 -10.875 -19.158 -0.15
O -9.964 -10.700 -20.519 -0.29
P -10.055 -11.989 -21.513 0.92
O -10.511 -13.277 -20.848 -0.71
O -10.970 -11.428 -22.770 -0.33
C -10.928 -12.033 -24.071 -0.19
C -12.035 -13.028 -23.973 -1.11
O -8.573 -12.030 -22.092 -0.31
C -7.963 -10.805 -22.477 0.02
C -6.498 -10.955 -22.992 -1.27
H -10.740 -8.997 -19.003 0.31
H -11.655 -10.407 -18.503 0.31
H -10.355 -9.854 -17.463 0.40
H -8.683 -10.553 -18.888 0.29
H -9.787 -11.889 -18.770 0.33
H -11.067 -11.200 -24.761 0.33
H -9.968 -12.481 -24.329 0.30
H -12.827 -12.790 -23.263 0.30
H -12.524 -13.107 -24.944 0.37
H -11.690 -14.037 -23.749 0.25
H -8.612 -10.375 -23.239 0.31
H -7.905 -10.203 -21.570 0.21
H -5.841 -11.205 -22.160 0.32
H -6.533 -11.686 -23.800 0.33
H -6.115 -9.999 -23.350 0.37
```

Its total energy is -4297.71947 hartree. As for the SMILES: CCOP(=O)(OCC)OCC.CCOP(=O)(OCC)OCC.CCOP(=O)(OCC)OCC.CCOP(=O)(OCC)OCC.O=S1(=O)OCCO1.